The following is a quantum chemistry calculation of C41H63HfN2O5PS2 as an isolated structure in a non-equilibrium geometry, from the OMol25 dataset.

XYZ file:
```
115
Properties=species:S:1:pos:R:3:mulliken_charge:R:1
Hf 0.28382 0.01930 0.08733 0.139
C 2.02202 -2.02539 -2.09426 -0.297
O 1.39750 -0.73821 -1.87958 -0.245
C 2.23483 0.33157 -2.36472 -0.752
C 3.26954 0.62198 -1.30930 -0.438
O 2.50715 0.86301 -0.12085 -0.378
C 3.25732 1.41358 0.97504 -0.827
C 2.21984 1.96282 1.91635 -0.506
O 1.26122 0.92813 2.14025 0.351
C 1.31533 0.34466 3.45065 -1.425
H 1.43760 -2.75855 -1.55679 -0.267
H 3.03396 -2.02365 -1.68923 0.348
H 2.01905 -2.23067 -3.16444 0.256
H 2.68403 0.04297 -3.31768 0.661
H 1.58049 1.19119 -2.53016 -0.307
H 3.94488 -0.21749 -1.12716 0.484
H 3.84783 1.51187 -1.56747 0.233
H 3.84945 0.61233 1.42372 0.517
H 3.91343 2.20583 0.60259 0.354
H 2.67238 2.28004 2.85745 0.792
H 1.68368 2.81217 1.48314 -0.065
H 1.14003 1.12998 4.18792 0.378
H 0.53584 -0.40741 3.50471 0.333
H 2.28069 -0.13756 3.61069 0.453
C -4.53046 1.18746 0.79580 -1.511
C -4.66361 -0.17508 1.46523 0.318
C -4.42601 -0.13791 2.97637 -1.556
C -4.02603 -1.35554 0.71637 0.569
C -4.91673 -2.41715 0.55577 -1.123
C -4.63942 -3.52718 -0.21311 -1.631
C -3.42085 -3.59643 -0.85059 -0.847
C -2.46191 -2.60534 -0.68824 0.786
C -1.13111 -2.87365 -1.35885 3.317
C -0.57552 -4.22120 -0.88071 -2.391
C -1.23385 -2.84240 -2.88504 -1.336
C -2.74432 -1.47520 0.10997 0.236
N -1.74013 -0.48053 0.24967 1.358
C -1.55942 0.13474 1.48159 -1.143
C -1.33680 1.56409 1.64389 -0.120
C -1.58662 2.12327 2.91605 -0.359
C -1.66197 3.48021 3.10256 -1.444
C -1.48927 4.33347 2.00455 -1.115
C -1.12525 3.82296 0.77974 -1.020
C -0.93583 2.44369 0.59522 2.035
N -0.32173 1.91791 -0.54798 1.154
C -0.34805 2.71463 -1.75121 -1.415
C 0.72938 3.54541 -2.11804 0.669
C 0.66905 4.21449 -3.33792 -0.239
C -0.40913 4.07227 -4.19079 -1.603
C -1.47255 3.28401 -3.80046 -0.270
C -1.47781 2.62498 -2.57421 0.649
C -2.74506 1.90602 -2.15942 2.591
C -3.89070 2.91784 -2.04742 -1.834
C -3.10654 0.77706 -3.12224 -1.822
C 1.96718 3.76154 -1.26316 2.391
C 1.92457 5.08121 -0.48214 -1.761
C 3.25841 3.74626 -2.09532 -2.364
H -5.26248 1.87091 1.22937 0.575
H -4.75100 1.09923 -0.26526 0.219
H -3.55425 1.64929 0.90449 0.240
H -5.72858 -0.40343 1.37295 0.773
H -3.44831 0.24799 3.24874 0.213
H -4.53545 -1.12988 3.41495 0.322
H -5.16294 0.51827 3.44106 0.449
H -5.88780 -2.34073 1.02710 0.449
H -5.37182 -4.31417 -0.32835 0.403
H -3.19586 -4.45124 -1.47295 0.444
H -0.43224 -2.07685 -1.06380 -1.456
H 0.46288 -4.37376 -1.17420 0.466
H -1.15018 -5.03071 -1.33047 0.508
H -0.63248 -4.32049 0.20133 0.401
H -2.05207 -3.47773 -3.22456 0.386
H -0.31785 -3.21665 -3.34309 0.375
H -1.42002 -1.83789 -3.26045 0.109
H -1.88133 -0.41708 2.36057 0.882
H -1.80892 1.45305 3.73682 0.525
H -1.91212 3.88229 4.07340 0.506
H -1.62597 5.39986 2.11898 0.434
H -0.96972 4.48004 -0.06419 1.004
H 1.48787 4.85739 -3.62765 0.383
H -0.42536 4.58465 -5.14282 0.405
H -2.33236 3.19007 -4.44978 0.472
H -2.58241 1.45798 -1.17706 -1.257
H -3.98166 3.50824 -2.95868 0.419
H -3.73123 3.60670 -1.21702 0.316
H -4.84337 2.41250 -1.89334 0.518
H -3.40051 1.15863 -4.10100 0.410
H -3.94087 0.19498 -2.72803 0.414
H -2.26405 0.10231 -3.27102 0.148
H 2.00390 2.94665 -0.54506 -1.268
H 1.72425 5.91369 -1.15831 0.388
H 2.89038 5.26558 -0.00861 0.462
H 1.16653 5.08612 0.29766 0.406
H 3.41407 4.70511 -2.58950 0.613
H 3.25254 2.98186 -2.87456 0.473
H 4.12676 3.58926 -1.45271 0.467
C 5.05268 -3.46543 4.15822 -1.061
C 3.54926 -3.61090 4.14666 -0.318
O 2.92093 -2.63082 3.28645 -0.142
P 2.84223 -2.78864 1.70332 0.686
S 0.95698 -2.11364 1.30732 -0.338
S 4.34835 -1.99410 0.77385 -0.507
O 2.67733 -4.34780 1.44943 -0.042
C 3.70142 -5.23401 0.95249 -0.222
C 3.06335 -6.20443 -0.00840 -1.291
H 5.48010 -4.16589 4.87596 0.402
H 5.34171 -2.45614 4.44772 0.318
H 5.48097 -3.67037 3.17794 0.263
H 3.11898 -3.42506 5.12915 0.388
H 3.23602 -4.60446 3.82162 0.222
H 4.13066 -5.74749 1.81558 0.312
H 4.48252 -4.63688 0.47595 0.417
H 2.26151 -6.76248 0.47159 0.337
H 3.81202 -6.91230 -0.36263 0.427
H 2.65324 -5.67964 -0.87127 0.189
```

Calculated values
Total charge: +1
2S+1: 2
E_HOMO (spin up / spin down) in eV: -9.08 / -10.44
Electronic energy in eV: -89022.018